1.
Density functional theory data (wB97M-V/def2-TZVPD) for C10H10Cl2CoI2O6STl as an isolated structure.

```
! RIJCOSX wB97M-V def2-TZVPD def2/J DEFGRID3
* xyz 4 5
I 1.64 -3.84 -0.36
I 1.47 3.49 -0.20
Co 0.08 1.60 -0.06
Tl 0.28 -1.48 0.09
S 1.27 0.24 -1.65
C -1.80 -1.93 -1.47
C -1.31 -1.94 1.93
C 0.73 0.03 -3.39
C 1.55 1.11 -4.10
C -0.77 0.27 -3.61
C 1.10 -1.36 -3.92
C -0.78 2.02 1.47
C -1.35 2.03 -0.99
O -1.85 -2.84 2.41
O -2.50 -2.53 -2.16
O -1.44 2.66 2.20
O -2.23 2.55 -1.58
H 1.30 1.17 -5.17
H 2.61 0.88 -3.99
H 1.36 2.07 -3.63
H -1.11 -0.33 -4.48
H -0.95 1.33 -3.84
H -1.39 -0.02 -2.75
H 0.87 -1.42 -4.99
H 0.55 -2.16 -3.41
H 2.17 -1.55 -3.78
Cl 1.14 1.84 4.09
C 0.65 0.18 3.98
Cl -1.13 -0.07 3.82
C 1.35 -0.46 2.68
O 1.81 -1.58 2.92
O 1.32 0.19 1.58
H 0.98 -0.41 4.85
*
```

Summary:
Highest occupied orbital energy (alpha / beta)   -22.29 / -21.94 eV
LUMO (alpha / beta)   -17.049 / -18.770 eV
Frontier orbital gap (alpha / beta)   5.2 / 3.2 eV



2.
Density functional theory data (wB97M-V/def2-TZVPD) for C10H10Cl3NO2Sr as an isolated structure.

```
! RIJCOSX wB97M-V def2-TZVPD def2/J DEFGRID3
* xyz -2 1
C 0.04 -1.61 -2.19
C -1.29 -1.76 -1.70
C -1.24 -2.58 -0.54
C 0.12 -2.93 -0.31
C 0.91 -2.32 -1.33
Sr 0.09 -0.10 0.48
C -0.99 1.96 -1.40
C 0.36 2.01 -1.82
C 0.78 2.44 -3.08
N 1.38 1.46 -0.83
H -2.10 -2.93 0.03
H -2.19 -1.37 -2.18
H 0.49 -3.59 0.48
H 1.99 -2.43 -1.46
H 0.32 -1.08 -3.10
H -1.76 1.86 -2.16
H 2.31 1.61 -1.23
H -1.27 2.19 -0.36
H 0.01 2.77 -3.77
H 1.83 2.45 -3.34
Cl 0.30 -0.74 5.85
C 0.03 0.69 4.85
Cl -1.55 1.42 5.23
Cl 1.35 1.87 5.10
C 0.03 0.31 3.31
O 0.31 -0.88 2.94
O -0.23 1.27 2.52
*
```

Summary:
Highest occupied orbital energy   1.60 eV
LUMO   4.242 eV
Frontier orbital gap   2.6 eV



3.
Density functional theory data (wB97M-V/def2-TZVPD) for C10H10ClHoI as an isolated structure.

```
! RIJCOSX wB97M-V def2-TZVPD def2/J DEFGRID3
* xyz -1 5
C 0.79 -1.73 2.78
C 0.79 -2.35 1.46
C -0.54 -2.41 0.97
H 1.66 -2.80 0.98
C -1.38 -1.83 1.98
C -0.59 -1.43 3.10
H -0.96 -1.08 4.09
H 1.60 -1.68 3.51
H -0.81 -2.89 0.04
H -2.50 -1.74 1.95
Ho 0.29 0.16 1.30
Cl 0.30 1.73 3.20
C -0.03 2.72 -1.92
C -1.25 2.09 -2.28
C -0.93 0.86 -2.94
H -2.25 2.51 -2.15
C 0.48 0.74 -2.99
C 1.05 1.93 -2.44
H 2.09 2.23 -2.52
H 0.09 3.64 -1.36
H -1.65 0.17 -3.40
H 1.05 -0.10 -3.38
I 2.71 1.27 0.01
*
```

Summary:
Highest occupied orbital energy (alpha / beta)   -2.66 / -2.66 eV
LUMO (alpha / beta)   2.450 / 2.535 eV
Frontier orbital gap (alpha / beta)   5.1 / 5.2 eV



4.
Density functional theory data (wB97M-V/def2-TZVPD) for a 2-piece molecular cluster, C10H10ClN2 overall.

```
! RIJCOSX wB97M-V def2-TZVPD def2/J DEFGRID3
* xyz -1 1
C -3.26 0.16 -0.61
C -2.10 -0.58 -1.38
C -0.80 -0.23 -0.74
C -0.46 1.16 -0.64
N 0.62 1.62 -0.09
C 1.44 0.63 0.41
C 2.63 1.01 1.07
C 3.49 0.08 1.58
C 3.20 -1.29 1.43
C 2.05 -1.68 0.80
C 1.14 -0.73 0.29
N -0.02 -1.18 -0.30
H -2.87 0.39 0.38
H -4.15 -0.46 -0.55
H -3.50 1.15 -1.18
H -2.08 -0.26 -2.43
H -2.24 -1.66 -1.31
H -1.17 1.88 -1.03
H 2.89 2.05 1.18
H 4.39 0.36 2.11
H 3.86 -2.07 1.80
H 1.80 -2.73 0.70
Cl -4.86 2.37 -1.48
*
```

Summary:
Highest occupied orbital energy   -3.64 eV
LUMO   2.603 eV
Frontier orbital gap   6.2 eV



Energy? In order: -4305.7093 -2003.5639 -2093.0768 -956.8293 a.u..